The following is a DFT calculation (ωB97M-V with the def2-TZVPD basis set) of a cluster of 3 separate species, C42H72FN2O10P in total.

## Properties
**Kohn-Sham gap**: 8.85 eV
**E_LUMO**: 0.4 eV
**SMILES**: C#CCP(CCCNCc1ccccc1O)(CCCNCc1ccccc1O)(CCOC(C)=O)[C@H](F)CC.COCCOCCOC.COCCOCCOC
**E_HOMO**: -8.429 eV
**Maximum force**: 4.11 eV Å⁻¹
**E**: -80168.4606 eV

Each line ends with the Löwdin charge.
Atoms and positions in Å:
C 0.02392 0.16367 -0.60789  0.081
C -0.95216 0.62402 -0.02194  -0.194
C -2.26987 1.21307 0.53664  -0.257
P -3.04068 2.69077 -0.38614  0.841
C -4.04882 2.22354 -1.90391  -0.244
C -3.89873 0.66751 -2.34495  -0.163
C -3.00458 0.50241 -3.67734  -0.241
N -3.71420 -0.19482 -4.78750  -0.064
C -2.64536 -0.94737 -5.52329  -0.192
C -1.44515 -0.04217 -6.01171  -0.113
C -1.59565 1.38793 -6.50711  -0.046
C -0.44808 2.23667 -6.93723  -0.083
C 0.97307 1.72296 -6.92230  -0.067
C 1.14577 0.29796 -6.46673  -0.012
C -0.02159 -0.55514 -6.01431  -0.215
O 0.31512 -1.88392 -5.61587  -0.040
C -2.90383 4.33326 0.51108  -0.254
C -1.49612 5.00314 0.76777  -0.199
C -0.41758 4.16166 1.57264  -0.215
N 0.97844 4.36541 1.07675  -0.068
C 1.76436 3.10499 1.02904  -0.170
C 2.81018 3.27683 -0.17176  -0.093
C 2.35376 3.13596 -1.61362  -0.016
C 3.31783 3.26146 -2.77138  -0.072
C 4.77136 3.54843 -2.55453  -0.078
C 5.23204 3.67929 -1.13210  -0.014
C 4.26272 3.56328 0.02361  -0.224
O 4.82452 3.70428 1.32415  -0.035
C -1.53525 2.97749 -1.49840  -0.263
C -1.63209 4.28530 -2.44534  -0.206
O -0.29868 4.87819 -2.53358  -0.091
C -0.23524 5.85600 -3.54105  -0.468
C -1.17762 7.12978 -3.48872  0.007
O 0.57981 5.74622 -4.43581  0.096
C -4.62804 2.36621 0.70582  -0.406
F -5.31760 1.14005 0.37846  -0.116
C -5.74215 3.51955 0.58636  -0.231
C -6.03362 4.25259 2.00216  -0.114
H 1.04490 -0.26940 -0.79228  0.071
H -2.07784 1.49941 1.62620  0.097
H -2.97764 0.31987 0.61440  0.088
H -5.17632 2.37227 -1.80695  0.089
H -3.80379 2.78873 -2.85921  0.083
H -4.93261 0.29482 -2.65627  0.114
H -3.57543 -0.00777 -1.50679  0.089
H -2.14260 -0.17797 -3.36053  0.123
H -2.53567 1.49237 -3.95500  0.089
H -4.02430 0.54186 -5.43428  0.090
H -3.06073 -1.47900 -6.44273  0.128
H -2.18585 -1.75897 -4.86919  0.123
H -2.64195 1.79426 -6.54677  0.093
H -0.61990 3.29217 -7.28967  0.091
H 1.84518 2.37396 -7.23413  0.098
H 2.20935 -0.09411 -6.48582  0.105
H 0.37660 -2.38035 -6.46304  0.116
H -3.30193 4.16917 1.56949  0.093
H -3.53508 5.09749 -0.05408  0.104
H -0.97661 5.46046 -0.12391  0.095
H -1.72156 5.90421 1.43957  0.120
H -0.40785 4.53015 2.65623  0.120
H -0.59235 3.04924 1.62813  0.085
H 1.00076 4.74093 0.12366  0.081
H 1.17218 2.17756 0.77172  0.087
H 2.40361 2.98113 1.95539  0.118
H 1.29245 2.89604 -1.90372  0.079
H 2.92365 3.12636 -3.82425  0.092
H 5.44428 3.62218 -3.44830  0.089
H 6.33707 3.86943 -0.98308  0.103
H 5.28823 2.84816 1.46450  0.114
H -0.54399 3.12699 -0.96492  0.066
H -1.34277 2.14397 -2.25470  0.090
H -1.90652 3.95435 -3.49439  0.123
H -2.40714 5.02897 -2.09115  0.108
H -1.93795 7.00460 -4.31685  0.099
H -1.65160 7.16537 -2.46641  0.076
H -0.51031 8.02951 -3.64819  0.098
H -4.35895 2.26899 1.81527  0.113
H -5.54799 4.24967 -0.25123  0.087
H -6.73753 3.02287 0.32796  0.113
H -7.05104 3.93514 2.37617  0.072
H -5.21568 4.08863 2.75812  0.061
H -6.13807 5.36018 1.74437  0.076
C -0.95250 -6.35065 3.65373  -0.105
O -1.21091 -5.04801 4.14328  -0.205
C -0.13696 -4.51998 4.91091  -0.190
C -0.03131 -3.01198 4.72499  -0.172
O 0.51243 -2.61400 3.46621  -0.137
C -0.30819 -2.83905 2.31630  -0.171
C -1.53845 -1.94505 2.24991  -0.200
O -2.52646 -2.38220 3.17495  -0.199
C -3.27561 -1.31739 3.72474  -0.107
H -0.97563 -7.07681 4.47194  0.088
H -1.73118 -6.59954 2.93326  0.088
H 0.01327 -6.38987 3.13862  0.084
H 0.81399 -4.98546 4.62972  0.122
H -0.34447 -4.74347 5.96428  0.127
H 0.67096 -2.63481 5.47345  0.127
H -0.98057 -2.51036 4.91492  0.115
H -0.56574 -3.89469 2.22035  0.119
H 0.32523 -2.59678 1.45732  0.119
H -1.97884 -2.00155 1.24699  0.124
H -1.24226 -0.90929 2.45067  0.111
H -2.61636 -0.54127 4.13008  0.086
H -3.87627 -1.71301 4.54464  0.090
H -3.94183 -0.88713 2.96655  0.084
C 3.10362 -4.45612 1.69545  -0.103
O 3.69369 -5.68431 2.08098  -0.209
C 4.62346 -6.18003 1.12680  -0.195
C 5.76051 -6.92040 1.81797  -0.176
O 6.70084 -6.06967 2.47312  -0.128
C 6.25138 -5.39061 3.64594  -0.175
C 6.01263 -6.30344 4.84152  -0.195
O 4.80705 -7.03987 4.67749  -0.209
C 4.87085 -8.33563 5.23910  -0.114
H 2.40559 -4.61482 0.86722  0.089
H 2.55806 -4.05955 2.55164  0.075
H 3.87021 -3.72635 1.41371  0.090
H 5.03781 -5.36690 0.52133  0.124
H 4.08352 -6.87285 0.47006  0.126
H 6.33364 -7.44118 1.04607  0.126
H 5.39154 -7.68912 2.49763  0.114
H 5.38077 -4.77014 3.42927  0.116
H 7.06255 -4.70488 3.90886  0.127
H 5.90777 -5.69693 5.74922  0.126
H 6.87034 -6.97492 4.95935  0.124
H 5.75718 -8.87377 4.88593  0.086
H 3.98812 -8.88899 4.91619  0.088
H 4.87763 -8.27755 6.33404  0.088